C2H4N6 | ωB97M-V with the def2-TZVPD basis set

SMILES: [H]/N=c1/ncn(N)nn1
Molar mass (g/mol): 112.10
E_LUMO (eV): 0.180
HOMO (eV): -9.70
Orbital gap (eV): 9.88
Maximum force (Eh/bohr): 0.0794
Net charge: 0
Relative energy (zero: lowest compared OMol25 entry of this formula, charge and spin) (kJ/mol): 220.24

Last column: Mulliken charge in e.
Positions of all 12 atoms, in Å:
H: -1.5306 -1.4395 2.2969  0.319
N: -1.1080 -2.0865 1.6290  -0.585
C: -0.8285 -1.3149 0.7164  0.434
N: -0.2267 -1.5214 -0.5800  -0.456
C: 0.5287 -0.6124 -1.0130  0.121
N: 0.4407 0.6237 -0.3381  0.523
N: 1.3163 1.6459 -0.7378  -0.692
N: -0.6691 0.9465 0.3613  -0.274
N: -1.3603 0.0156 0.8658  -0.288
H: 1.0235 -0.6044 -1.9797  0.347
H: 1.6590 2.0583 0.1314  0.278
H: 0.7550 2.2892 -1.3521  0.274

=====

C2H4N6 | ωB97M-V with the def2-TZVPD basis set

SMILES: [H]/N=c1\[nH]nnn1N=C
Molar mass (g/mol): 112.10
E_LUMO (eV): 0.408
HOMO (eV): -9.30
Orbital gap (eV): 9.71
Maximum force (Eh/bohr): 0.1304
Net charge: 0
Relative energy (zero: lowest compared OMol25 entry of this formula, charge and spin) (kJ/mol): 463.99

Last column: Mulliken charge in e.
Positions of all 12 atoms, in Å:
H: 0.0751 2.5971 0.2692  0.221
N: 0.3667 1.4850 0.0998  -0.607
C: -0.5963 0.5522 0.2268  0.266
N: -1.8622 0.3036 -0.1075  0.085
N: -2.3260 -0.9941 -0.1645  -0.342
N: -1.2403 -1.5897 0.0981  -0.239
N: -0.1503 -0.8510 0.5557  0.565
N: 1.0614 -1.4536 0.0920  -0.549
C: 2.0929 -0.6320 -0.1280  -0.141
H: -2.6417 1.0062 -0.0144  0.287
H: 2.0904 0.5098 -0.4794  0.193
H: 3.1302 -0.9336 -0.4477  0.260

=====

C2H4NO | ωB97M-V with the def2-TZVPD basis set

SMILES: [NH3+]C#CO
Molar mass (g/mol): 58.06
E_LUMO (eV): -4.650
HOMO (eV): -14.84
Orbital gap (eV): 10.19
Maximum force (Eh/bohr): 0.1072
Net charge: +1
Relative energy (zero: lowest compared OMol25 entry of this formula, charge and spin) (kJ/mol): 199.97

Last column: Mulliken charge in e.
Positions of all 8 atoms, in Å:
N: 1.4176 0.0551 -0.0800  -0.297
C: 0.0572 -0.3409 -0.0286  -0.339
C: -1.1721 -0.0351 0.0107  0.412
O: -2.4196 -0.1604 -0.1007  -0.361
H: 1.3495 1.1637 -0.0631  0.414
H: 1.7579 -0.4243 -1.0404  0.452
H: 1.9644 -0.1875 0.6906  0.348
H: -2.9549 -0.0706 0.6115  0.370

=====

C2H4NO | ωB97M-V with the def2-TZVPD basis set

Molar mass (g/mol): 58.06
E_LUMO (spin up / spin down) (eV): -5.674 / -9.324
HOMO (spin up / spin down) (eV): -15.52 / -19.69
Orbital gap (spin up / spin down) (eV): 9.84 / 10.36
Maximum force (Eh/bohr): 0.0873
Net charge: +1
Multiplicity: 3
Relative energy (zero: lowest compared OMol25 entry of this formula, charge and spin) (kJ/mol): 0.00
⟨S²⟩: 2.01

Last column: Löwdin spin population.
Positions of all 8 atoms, in Å:
C: -1.1357 0.4602 0.0729  0.410
C: 0.1094 -0.3006 0.1418  0.092
N: -2.4182 0.0851 0.0411  0.632
O: -3.5211 -0.1893 0.0542  0.780
H: -1.0857 1.5503 -0.0019  0.037
H: 0.7461 -0.0073 -0.6979  0.024
H: 0.6527 -0.0032 1.0453  0.026
H: -0.0380 -1.3775 0.1418  -0.001